C3H10NO2 | ωB97M-V with the def2-TZVPD basis set

Output
Energy above the lowest of the compared OMol25 structures with the same formula, charge and spin: 46.9 kcal per mole
Orbital gap: 0.2855 hartree

ORCA input file:
```
! RIJCOSX wB97M-V def2-TZVPD def2/J DEFGRID3
* xyz -1 1
C 0.355 0.891 -0.804
O -0.220 -0.188 -1.433
C 0.971 0.410 0.524
C 1.925 -0.875 0.553
N -0.196 0.360 1.499
H 1.059 1.202 -1.614
H -0.283 1.673 -0.734
H 1.518 1.238 0.930
H 1.205 -1.707 0.206
H 2.407 -1.344 1.374
H 2.633 -0.567 -0.202
H -0.032 -0.452 2.081
H -1.185 0.101 1.146
H -1.243 -0.648 -0.957
H -2.982 -0.662 -1.010
O -2.434 -0.300 -0.235
*
```

For each atom in turn, the Löwdin charge in e is:
1 C -0.34
2 O -0.26
3 C -0.39
4 C -0.07
5 N -0.01
6 H 0.11
7 H 0.06
8 H 0.08
9 H 0.09
10 H 0.03
11 H 0.05
12 H 0.02
13 H 0.05
14 H 0.10
15 H -0.05
16 O -0.47